(1)
9
Properties=species:S:1:pos:R:3:nbo_charge:R:1 method="wB97M-V/def2-TZVPD" de_lowest_kcal_mol=56.58 total_charge=0 lumo_ev=0.1 gap_ev=9.3
C -0.06 -1.19 -0.26 0.310
N -1.14 -0.08 -0.52 -0.787
N 1.15 -1.23 -0.40 -0.621
O 0.62 1.67 -0.31 -0.887
O -0.38 0.83 1.74 -0.909
S -1.65 -1.46 0.41 0.376
S -0.78 1.39 0.48 1.629
H 0.57 2.00 -1.21 0.506
H 1.67 -1.93 0.06 0.382


(2)
114
Properties=species:S:1:pos:R:3:mulliken_spin:R:1 method="wB97M-V/def2-TZVPD" s2=0.80 de_lowest_kcal_mol=0.00 spin_multiplicity=2 total_charge=0 lumo_ev="0.2 / 0.2" gap_ev="6.7 / 6.9"
V 1.57 0.09 -0.08 1.190
C -4.69 -2.95 0.85 0.000
C -3.94 -3.95 -0.04 0.000
C -4.73 -4.09 -1.35 0.000
C -3.91 -5.30 0.68 0.000
C -2.51 -3.49 -0.35 0.002
C -2.00 -2.30 0.12 -0.005
C -0.69 -1.91 -0.19 0.005
N -0.12 -0.69 0.21 -0.068
C -0.73 0.26 1.09 -0.004
C -2.04 0.69 1.09 0.004
C -2.48 1.68 1.97 0.005
C -1.57 2.20 2.89 0.009
C -0.22 1.81 2.91 -0.007
C 0.20 0.90 1.95 -0.005
O 1.51 0.58 1.74 -0.037
C 0.75 2.28 4.00 -0.001
C 1.29 1.05 4.74 0.001
C 0.07 3.18 5.02 0.000
C 1.93 3.07 3.40 -0.002
C -3.92 2.17 1.88 0.000
C -4.27 3.16 2.99 0.001
C -4.11 2.88 0.53 -0.001
C -4.89 0.98 1.97 -0.001
C 0.13 -2.79 -0.90 0.006
O 1.44 -2.45 -1.13 0.030
C -0.37 -3.98 -1.42 -0.002
C -1.69 -4.30 -1.13 -0.004
C 0.50 -4.91 -2.28 -0.003
C -0.30 -6.12 -2.77 0.000
C 1.69 -5.44 -1.46 0.000
C 1.00 -4.17 -3.53 -0.003
H -5.69 -3.32 1.06 0.000
H -4.78 -1.97 0.38 0.000
H -4.18 -2.81 1.81 0.000
H -5.74 -4.44 -1.15 0.000
H -4.26 -4.81 -2.02 0.000
H -4.79 -3.14 -1.87 0.000
H -4.92 -5.63 0.93 0.000
H -3.34 -5.23 1.61 0.000
H -3.44 -6.07 0.07 0.000
H -2.59 -1.65 0.74 -0.001
H -2.72 0.28 0.36 0.000
H -1.91 2.91 3.61 0.001
H 0.47 0.48 5.18 0.000
H 1.96 1.36 5.54 0.000
H 1.84 0.38 4.07 0.000
H -0.76 2.67 5.52 0.000
H -0.32 4.10 4.57 0.000
H 0.79 3.47 5.79 0.000
H 2.35 2.56 2.53 0.001
H 2.71 3.20 4.15 0.000
H 1.59 4.07 3.10 0.000
H -3.66 4.06 2.94 0.000
H -4.14 2.71 3.98 0.000
H -5.32 3.46 2.90 0.000
H -3.43 3.72 0.43 0.000
H -5.14 3.25 0.43 0.000
H -3.92 2.20 -0.30 0.000
H -4.75 0.43 2.90 0.000
H -4.75 0.29 1.14 0.000
H -5.92 1.34 1.93 0.000
H -2.10 -5.22 -1.52 -0.001
H -0.65 -6.75 -1.94 0.000
H 0.36 -6.74 -3.39 0.000
H -1.16 -5.84 -3.37 0.000
H 1.34 -5.92 -0.55 0.000
H 2.37 -4.64 -1.18 -0.002
H 2.24 -6.18 -2.05 0.000
H 0.15 -3.85 -4.15 0.000
H 1.62 -4.83 -4.13 0.000
H 1.59 -3.29 -3.27 0.002
C 5.69 1.45 -0.60 0.001
C 5.73 0.47 0.59 -0.002
C 4.33 0.54 1.20 -0.005
O 3.51 1.11 0.15 -0.013
C 4.32 2.10 -0.47 0.001
H 5.76 0.90 -1.54 0.000
H 6.49 2.18 -0.58 0.000
H 6.49 0.75 1.32 0.000
H 5.94 -0.55 0.25 0.000
H 4.27 1.21 2.06 0.001
H 3.91 -0.42 1.48 0.001
H 4.35 2.98 0.18 0.003
H 3.84 2.39 -1.41 -0.003
F 3.63 -1.87 -0.59 0.015
B 2.32 -1.99 -0.08 -0.106
F 2.28 -2.67 1.10 -0.004
S -0.06 2.97 -1.32 0.001
C 0.63 4.32 -0.63 0.001
N 0.47 4.70 0.65 0.000
C 1.29 5.86 0.99 0.000
C 1.66 6.40 -0.41 0.000
N 1.42 5.23 -1.25 0.001
H 0.14 4.02 1.32 0.000
H 2.18 5.58 1.55 0.000
H 0.72 6.59 1.57 0.000
H 2.70 6.72 -0.46 0.000
H 1.02 7.24 -0.70 0.000
H 1.39 5.27 -2.25 0.000
C 1.70 0.37 -6.46 0.000
C 1.70 0.32 -4.96 0.000
C 2.88 0.38 -4.23 0.007
C 2.83 0.31 -2.85 0.011
N 1.68 0.20 -2.17 -0.042
C 0.54 0.09 -2.87 0.014
C 0.51 0.17 -4.25 0.001
H 2.66 0.71 -6.85 0.000
H 0.92 1.03 -6.83 0.000
H 1.51 -0.63 -6.86 0.000
H 3.84 0.47 -4.72 0.000
H 3.73 0.32 -2.25 0.005
H -0.36 -0.04 -2.30 0.003
H -0.44 0.10 -4.76 0.000


(3)
91
Properties=species:S:1:pos:R:3:lowdin_charge:R:1 method="wB97M-V/def2-TZVPD" de_lowest_kcal_mol=0.00 total_charge=+2 lumo_ev=-6.4 gap_ev=6.2
Hf -0.74 0.45 -0.70 1.496
C 2.87 0.16 -3.60 -0.012
C 2.11 0.15 -2.43 -0.114
N 0.92 0.70 -2.34 -0.021
C 0.45 1.40 -3.42 -0.190
C 1.11 1.40 -4.65 -0.135
C 2.36 0.75 -4.72 0.036
C 0.49 2.04 -5.76 -0.009
C -0.73 2.62 -5.60 -0.035
C -1.37 2.66 -4.33 -0.008
C -0.77 2.11 -3.23 -0.238
N -1.24 2.11 -1.90 -0.104
C -1.93 3.20 -1.34 -0.218
C -2.33 4.36 -1.96 0.012
C -3.01 5.38 -1.24 -0.037
C -3.27 5.27 0.09 -0.016
C -2.82 4.11 0.78 -0.138
C -2.94 3.96 2.17 0.036
C -2.38 2.88 2.80 -0.013
C -1.72 1.93 2.01 -0.106
N -1.63 2.01 0.70 -0.019
C -2.16 3.10 0.06 -0.155
H 3.85 -0.31 -3.61 0.119
H 2.50 -0.30 -1.52 0.090
H 2.91 0.76 -5.65 0.135
H 0.99 2.05 -6.72 0.125
H -1.23 3.08 -6.44 0.119
H -2.34 3.12 -4.26 0.107
H -2.10 4.55 -2.99 0.097
H -3.30 6.27 -1.78 0.120
H -3.79 6.05 0.63 0.124
H -3.45 4.72 2.74 0.135
H -2.42 2.76 3.87 0.119
H -1.23 1.07 2.47 0.097
O 0.93 -6.03 4.35 0.153
C 1.41 -5.05 3.56 -0.490
O 2.56 -5.03 3.22 0.153
C 0.44 -4.01 3.07 -0.136
C -0.67 -4.38 2.32 0.001
C -1.43 -3.40 1.68 -0.019
C -1.07 -2.06 1.82 -0.303
C -0.01 -1.69 2.64 -0.015
C 0.75 -2.67 3.25 0.027
N -1.75 -1.10 0.99 0.026
C -3.02 -1.06 1.13 -0.046
C -3.87 -0.31 0.21 -0.251
C -5.24 -0.30 0.34 0.027
C -5.99 0.33 -0.65 -0.004
C -5.34 0.89 -1.72 0.008
C -3.94 0.85 -1.76 -0.116
N -3.22 0.27 -0.82 -0.029
H 0.01 -5.84 4.59 0.124
H -0.92 -5.42 2.18 0.135
H -2.24 -3.69 1.03 0.127
H 0.26 -0.65 2.74 0.088
H 1.61 -2.39 3.84 0.139
H -3.52 -1.64 1.92 0.155
H -5.71 -0.79 1.18 0.131
H -7.07 0.36 -0.58 0.129
H -5.88 1.37 -2.52 0.126
H -3.40 1.29 -2.59 0.104
C 2.12 -4.54 -1.03 0.029
C 1.06 -3.98 -1.91 -0.299
N 0.58 -4.51 -2.99 0.160
N -0.37 -3.62 -3.43 0.064
C -0.49 -2.56 -2.65 -0.701
S -1.56 -1.25 -2.75 0.736
N 0.42 -2.77 -1.67 -0.065
N 0.59 -1.87 -0.63 0.081
H 2.32 -5.56 -1.34 0.103
H 1.81 -4.53 0.01 0.080
H 3.04 -3.96 -1.13 0.097
H -0.90 -3.82 -4.27 0.172
H 0.33 -2.33 0.25 0.078
H 1.56 -1.59 -0.55 0.079
F 7.78 0.88 3.93 0.152
C 6.65 0.81 4.65 -0.584
F 6.64 1.84 5.51 0.151
F 6.70 -0.32 5.37 0.155
C 5.44 0.82 3.75 -0.099
C 4.39 1.70 3.98 0.014
C 3.27 1.66 3.15 -0.008
C 3.21 0.76 2.10 -0.250
C 4.28 -0.12 1.88 -0.018
C 5.39 -0.09 2.70 0.007
C 2.04 0.71 1.26 -0.106
C 1.04 0.64 0.58 -0.158
H 4.44 2.40 4.80 0.128
H 2.45 2.35 3.32 0.120
H 4.24 -0.82 1.05 0.110
H 6.21 -0.76 2.53 0.133


(4)
42
Properties=species:S:1:pos:R:3:mulliken_spin:R:1 method="wB97M-V/def2-TZVPD" s2=6.02 spin_multiplicity=5 total_charge=-2 lumo_ev="5.3 / 4.1" gap_ev="2.5 / 6.8"
C -0.94 0.92 -1.65 1.103
C -1.16 -0.50 -1.92 0.549
C 0.19 -1.12 -1.92 0.527
C -2.30 -1.04 -2.68 0.052
C 1.14 -0.08 -1.68 0.108
C 0.44 1.14 -1.49 -1.815
C 1.07 2.47 -1.34 2.772
C -1.97 1.97 -1.74 -0.253
C 0.50 -2.47 -2.44 -0.089
C 2.60 -0.24 -1.71 0.719
Pd -1.10 -1.41 -0.02 1.451
Cl -2.32 -3.45 -0.16 0.181
Cl -2.86 0.15 0.77 0.107
Cl 1.11 -1.99 0.88 0.098
H -3.16 -0.38 -2.56 0.011
H -2.55 -2.02 -2.26 0.014
H -2.04 -1.12 -3.74 -0.054
H -0.28 -3.16 -2.09 0.016
H 1.47 -2.81 -2.05 -0.001
H 0.55 -2.50 -3.54 -0.045
H 2.90 -1.13 -1.15 0.251
H 3.10 0.64 -1.27 -0.808
H 2.98 -0.34 -2.74 0.013
H 2.04 2.39 -0.83 0.295
H 0.43 3.17 -0.78 0.173
H 1.27 2.94 -2.32 -1.121
H -2.90 1.63 -1.26 0.137
H -2.17 2.24 -2.79 -0.028
H -1.65 2.87 -1.21 -0.245
O 0.02 1.62 1.64 -0.443
H 0.88 1.95 1.32 0.265
C 0.59 -0.49 5.14 0.147
C 1.68 -0.32 4.27 -0.343
C 1.50 0.26 3.02 0.366
C 0.23 0.77 2.69 -0.552
C -0.89 0.46 3.48 0.336
C -0.70 -0.15 4.71 -0.129
H 0.75 -0.87 6.15 0.024
H 2.67 -0.66 4.58 -0.086
H 2.30 0.31 2.28 0.295
H -1.87 0.70 3.07 0.020
H -1.56 -0.35 5.35 -0.019